Entry 1:
{
  "formula": "C7H6INO2S",
  "method": "ωB97M-V/def2-TZVPD",
  "e_homo_ev": [-6.3, -8.9],
  "multiplicity": 3,
  "orbital_gap_ha": [0.2293, 0.2206],
  "charge": 0,
  "species": ["C", "C", "C", "C", "C", "C", "C", "N", "O", "O", "S", "I", "H", "H", "H", "H", "H", "H"],
  "xyz": [[0.1153, 0.9648, -1.1580], [-0.3755, 1.9737, -0.3299], [0.2204, -0.3357, -0.7184], [-0.4948, 1.6905, 1.0400], [-0.1005, -0.6465, 0.6587], [-0.3720, 0.4166, 1.5174], [-0.3565, -2.0240, 0.9731], [-1.4497, -2.6049, 1.2846], [-0.0692, -1.3887, 3.5589], [-0.6956, 1.1282, 3.9966], [-1.0611, 0.0348, 3.2041], [-3.1912, -1.4542, 1.4552], [0.5512, 1.2981, -2.1444], [-0.4777, 3.0315, -0.7252], [0.4457, -1.3024, -1.2575], [-0.8724, 2.3596, 1.7669], [0.4897, -2.7436, 1.3151], [0.6732, -1.2520, 3.8357]],
  "atomic_forces_ev_per_a": [[1.002, 0.923, -1.564], [0.926, 1.026, 0.612], [-0.253, -2.308, 2.123], [-0.799, 0.249, -0.932], [-0.080, 2.090, -2.700], [-0.232, -2.072, 0.465], [0.675, -4.660, 3.069], [3.264, 0.046, -1.791], [-14.745, -1.151, -5.353], [1.229, 3.238, 2.480], [0.947, -3.803, -1.863], [-4.085, 1.148, -0.043], [-1.021, -0.758, 0.878], [0.055, -1.528, 0.623], [0.016, 1.798, -0.195], [-0.071, 1.250, 0.354], [-0.429, 1.385, -1.170], [13.602, 3.126, 5.008]],
  "lowdin_spin": [0.0012, 0.0023, 0.0031, 0.0050, 0.0191, 0.0147, 0.0423, 0.7317, 0.0049, 0.0037, 0.0280, 1.1048, 0.0001, 0.0001, -0.0004, 0.0002, 0.0391, 0.0003]
}

Entry 2:
{
  "formula": "C2H11NO3",
  "method": "ωB97M-V/def2-TZVPD",
  "relative_energy_ev": 1.197,
  "e_homo_ev": -9.2,
  "orbital_gap_ha": 0.3580,
  "charge": 0,
  "smiles": "C=CN.O.O.O",
  "species": ["C", "C", "N", "H", "H", "H", "H", "H", "H", "H", "O", "H", "H", "O", "H", "H", "O"],
  "xyz": [[1.7743, 0.6588, 1.1651], [0.8634, -0.2343, 1.5299], [0.1225, -1.1916, 0.7741], [1.9567, 0.9202, 0.1281], [2.3868, 1.0580, 1.9520], [0.7971, -0.4136, 2.6062], [-0.8188, -0.9525, 0.4642], [0.1123, -2.0321, 1.3258], [0.7164, -2.4431, -3.3337], [0.6113, -2.3038, -1.8220], [1.1690, -2.0619, -2.5747], [-0.1819, 2.6859, 0.4911], [-1.2320, 2.0772, 1.3977], [-1.1318, 2.7079, 0.6755], [-1.3795, 0.6083, -1.0971], [-2.6077, -0.2814, -1.5161], [-2.1525, 0.1254, -0.7687]],
  "atomic_forces_ev_per_a": [[-0.547, -0.273, -0.627], [0.144, -0.767, 0.797], [0.275, 0.456, -0.412], [0.170, -0.098, 0.062], [0.007, 0.551, 0.023], [0.062, 0.060, -0.020], [0.245, 0.204, 0.119], [-0.385, -0.225, -0.011], [0.082, 0.014, -0.036], [0.227, 0.216, 0.051], [-0.290, -0.129, 0.062], [-0.214, 0.044, 0.120], [-0.050, 0.022, -0.070], [0.353, -0.070, -0.078], [-0.430, -0.079, -0.122], [0.318, 0.222, 0.017], [0.033, -0.147, 0.123]],
  "lowdin_charge": [-0.0130, -0.2937, 0.0228, 0.0600, 0.0472, 0.0933, 0.0404, 0.0673, 0.0272, 0.0137, -0.0726, 0.0206, 0.0295, -0.0643, 0.0426, 0.0475, -0.0685]
}

| no. | E (eV) |
| --- | --- |
| 1 | -31869.6765 |
| 2 | -9884.0026 |